1.
This record from the OMol25 dataset describes a molecular structure, C4H7NO in a non-equilibrium geometry. The level of theory is ωB97M-V/def2-TZVPD.

Positions of all 13 atoms, in Å:
O: -0.48 1.75 0.92
N: -0.81 0.08 -0.69
C: -0.61 1.35 -0.28
C: 1.71 -0.47 0.26
C: 1.05 0.41 -0.45
C: -1.35 -0.87 0.25
H: -2.42 -0.94 0.07
H: 1.26 -1.09 1.02
H: -0.47 2.06 -1.11
H: -0.84 -1.83 0.06
H: -1.20 -0.68 1.31
H: 2.69 -0.77 -0.09
H: 1.46 0.99 -1.27

Computed properties:
- 2S+1: 1
- HOMO-LUMO gap: 9.4785 eV
- E_HOMO: -9.43 eV
- Energy above the lowest of the compared OMol25 structures with the same formula, charge and spin: 474.2 kJ/mol

Results of the Löwdin charge analysis, in e, for atoms 1 through 4: number 1, O, carries -0.0521; number 2, N, carries 0.0009; number 3, C, carries -0.4887; number 4, C, carries 0.0187

=====

2.
This record from the OMol25 dataset describes a molecular structure, C4H7NO in a non-equilibrium geometry. The level of theory is ωB97M-V/def2-TZVPD.

Positions of all 13 atoms, in Å:
O: 1.58 1.33 -0.17
N: -0.88 -0.71 0.08
C: -0.26 -0.25 -1.19
C: -0.87 0.96 0.50
C: 0.46 -0.83 0.72
C: 0.49 0.51 -0.05
H: 1.21 2.20 -0.40
H: 1.09 -1.66 0.36
H: -1.79 -1.06 0.30
H: -0.95 0.32 -1.81
H: -0.80 0.90 1.62
H: 0.30 -1.02 -1.75
H: 0.42 -0.79 1.81

Computed properties:
- 2S+1: 1
- HOMO-LUMO gap: 8.2175 eV
- E_HOMO: -7.40 eV
- Energy above the lowest of the compared OMol25 structures with the same formula, charge and spin: 590.7 kJ/mol

Results of the Löwdin charge analysis, in e, for atoms 1 through 4: number 1, O, carries 0.0313; number 2, N, carries -0.0537; number 3, C, carries -0.0751; number 4, C, carries 0.0007

=====

3.
This record from the OMol25 dataset describes a molecular structure, C4H7NO. The level of theory is ωB97M-V/def2-TZVPD.

Positions of all 13 atoms, in Å:
O: 0.14 1.30 -0.69
N: 0.97 -0.97 0.75
C: -0.59 1.77 0.38
C: -0.87 0.30 -0.61
C: 0.89 -1.54 -0.59
C: -0.32 -0.93 0.05
H: 1.37 -1.01 -1.41
H: -1.06 -1.62 0.44
H: -1.68 1.07 0.05
H: 1.41 -0.05 0.67
H: 0.98 -2.63 -0.64
H: -0.26 1.53 1.38
H: -0.98 2.78 0.21

Computed properties:
- 2S+1: 1
- HOMO-LUMO gap: 9.3220 eV
- E_HOMO: -8.43 eV
- Energy above the lowest of the compared OMol25 structures with the same formula, charge and spin: 597.6 kJ/mol

Results of the Löwdin charge analysis, in e, for atoms 1 through 4: number 1, O, carries -0.1398; number 2, N, carries 0.0192; number 3, C, carries -0.1271; number 4, C, carries -0.0874

=====

4.
This record from the OMol25 dataset describes C4H7NO in the gas phase. The level of theory is ωB97M-V/def2-TZVPD.

Positions of all 13 atoms, in Å:
O: 1.93 -0.11 1.48
N: 0.97 -0.49 -1.05
C: -1.05 1.02 -0.30
C: -0.09 -1.32 -0.52
C: 0.08 0.07 -0.01
C: 0.84 0.34 1.25
H: -0.91 -1.43 -1.22
H: -0.97 1.95 0.27
H: 0.10 -2.18 0.11
H: -1.99 0.54 -0.01
H: 1.84 -0.75 -0.57
H: 0.37 1.07 1.94
H: -1.11 1.28 -1.36

Computed properties:
- SMILES: C[C@@]1(C=O)CN1
- 2S+1: 1
- HOMO-LUMO gap: 10.5839 eV
- E_HOMO: -9.75 eV
- Energy above the lowest of the compared OMol25 structures with the same formula, charge and spin: 198.4 kJ/mol

Results of the Löwdin charge analysis, in e, for atoms 1 through 4: number 1, O, carries 0.0521; number 2, N, carries 0.0712; number 3, C, carries -0.0332; number 4, C, carries -0.1212

=====

5.
This record from the OMol25 dataset describes C4H7NO in the gas phase. The level of theory is ωB97M-V/def2-TZVPD.

Positions of all 13 atoms, in Å:
O: -1.51 -1.57 0.69
N: 0.57 0.67 -0.68
C: 0.00 -0.66 -0.86
C: -0.24 1.57 0.15
C: 1.19 -0.44 0.02
C: -1.43 -0.88 -0.41
H: -0.43 2.50 -0.38
H: 0.28 1.80 1.08
H: 2.17 -0.73 -0.34
H: 0.16 -1.09 -1.84
H: 1.09 -0.46 1.11
H: -0.63 -1.85 1.04
H: -1.22 1.14 0.40

Computed properties:
- 2S+1: 1
- HOMO-LUMO gap: 9.4600 eV
- E_HOMO: -8.78 eV
- Energy above the lowest of the compared OMol25 structures with the same formula, charge and spin: 473.8 kJ/mol

Results of the Löwdin charge analysis, in e, for atoms 1 through 4: number 1, O, carries 0.0261; number 2, N, carries -0.1033; number 3, C, carries -0.3159; number 4, C, carries -0.0917

=====

6.
This record from the OMol25 dataset describes C4H7NO in the gas phase in a non-equilibrium geometry. The level of theory is ωB97M-V/def2-TZVPD.

Positions of all 13 atoms, in Å:
O: 0.15 1.49 0.45
N: 0.83 -0.69 0.01
C: -2.61 -0.04 -0.03
C: 2.24 -0.39 -0.11
C: -1.35 -0.37 -0.28
C: -0.14 0.21 0.14
H: -0.68 1.98 0.55
H: -2.92 0.69 0.72
H: 2.81 -1.10 0.48
H: 2.46 0.62 0.25
H: -3.44 -0.49 -0.57
H: 0.08 -1.44 -0.46
H: 2.57 -0.47 -1.15

Computed properties:
- SMILES: C=C=C(O)NC
- 2S+1: 1
- HOMO-LUMO gap: 7.8764 eV
- E_HOMO: -7.26 eV
- Energy above the lowest of the compared OMol25 structures with the same formula, charge and spin: 423.0 kJ/mol

Results of the Löwdin charge analysis, in e, for atoms 1 through 4: number 1, O, carries 0.1107; number 2, N, carries -0.0211; number 3, C, carries -0.0591; number 4, C, carries -0.0661

=====

7.
This record from the OMol25 dataset describes C4H7NO in the gas phase. The level of theory is ωB97M-V/def2-TZVPD.

Positions of all 13 atoms, in Å:
O: 2.57 -0.78 -0.21
N: 1.84 0.35 0.14
C: -0.39 -0.96 -0.24
C: 0.59 0.15 0.10
C: -1.54 0.04 0.10
C: -0.50 1.18 0.26
H: -2.06 -0.22 1.03
H: -2.28 0.20 -0.69
H: 3.48 -0.44 -0.15
H: -0.36 -1.28 -1.29
H: -0.48 1.85 -0.61
H: -0.33 -1.85 0.39
H: -0.52 1.78 1.17

Computed properties:
- SMILES: ON=C1CCC1
- 2S+1: 1
- HOMO-LUMO gap: 10.5472 eV
- E_HOMO: -9.43 eV
- Energy above the lowest of the compared OMol25 structures with the same formula, charge and spin: 288.0 kJ/mol

Results of the Löwdin charge analysis, in e, for atoms 1 through 4: number 1, O, carries -0.0634; number 2, N, carries 0.0265; number 3, C, carries -0.0991; number 4, C, carries -0.3200

=====

8.
This record from the OMol25 dataset describes 2 unconnected molecules or ions with the total composition C4H7NO in a non-equilibrium geometry. The level of theory is ωB97M-V/def2-TZVPD.

Positions of all 13 atoms, in Å:
O: 0.88 -1.89 -2.59
N: 0.79 0.44 2.10
C: 0.10 1.45 1.38
C: -0.09 1.47 0.06
C: 0.27 -0.71 2.18
C: -0.18 -1.37 -2.79
H: -0.21 0.56 -0.52
H: -0.33 -0.30 -3.00
H: 0.78 -1.46 2.77
H: -0.63 -0.99 1.62
H: -0.23 2.43 -0.41
H: -1.10 -1.99 -2.77
H: -0.04 2.36 1.96

Computed properties:
- SMILES: C=CN=C.C=O
- 2S+1: 1
- HOMO-LUMO gap: 9.9731 eV
- E_HOMO: -9.27 eV
- Energy above the lowest of the compared OMol25 structures with the same formula, charge and spin: 329.0 kJ/mol

Results of the Löwdin charge analysis, in e, for atoms 1 through 4: number 1, O, carries -0.0011; number 2, N, carries -0.0131; number 3, C, carries -0.2588; number 4, C, carries 0.0032